No. 1
Here is C29H30AsCl3N2O3Sc as an isolated structure from the OMol25 dataset. Energies are from ωB97M-V/def2-TZVPD.

Output
E   -158787.140 eV
Gap between HOMO and LUMO   6.79 eV
ΔE to the lowest compared entry with this formula, charge and spin   9.82 kcal/mol
Total charge   +1

Each line ends with the natural charge from an NBO analysis.
Positions of all 69 atoms, in Å:
Sc1 -0.06774 -0.08554 -0.21069  1.74
C1 3.25656 -0.00946 -0.72686  -0.25
O1 2.15564 -0.10623 0.19542  -0.57
C2 2.46001 -0.40154 1.52884  0.26
C3 3.68994 -0.87492 1.94180  -0.27
C4 3.88214 -1.14273 3.29201  -0.18
C5 2.86320 -0.93207 4.20964  -0.20
C6 1.63513 -0.44645 3.78946  -0.21
C7 1.42777 -0.18598 2.44330  0.13
N1 0.22182 0.30307 1.88527  -0.40
N2 -0.58634 0.88155 2.67557  -0.09
C8 -1.63580 1.56594 2.15175  0.03
C9 -1.63436 2.08228 0.82652  0.41
O2 -0.72104 1.76866 -0.05347  -0.77
C10 -2.62628 3.03183 0.45776  -0.28
C11 -3.60083 3.38726 1.32992  -0.08
C12 -3.65918 2.87059 2.65951  -0.10
C13 -4.68270 3.25922 3.54420  -0.15
C14 -4.71590 2.77311 4.82498  -0.21
C15 -3.72239 1.88044 5.25209  -0.17
C16 -2.71998 1.48000 4.40226  -0.20
C17 -2.66493 1.97286 3.08789  -0.02
H1 4.00547 0.67382 -0.33117  0.22
H2 3.68768 -0.99344 -0.90623  0.20
H3 2.85081 0.39242 -1.65150  0.21
H4 4.49476 -1.03913 1.24030  0.24
H5 4.84116 -1.51556 3.62434  0.23
H6 3.02696 -1.14150 5.25755  0.24
H7 0.83111 -0.26170 4.48787  0.25
H8 -2.57808 3.43411 -0.54477  0.24
H9 -4.36619 4.08989 1.02167  0.23
H10 -5.44102 3.94976 3.19640  0.22
H11 -5.50142 3.07358 5.50458  0.23
H12 -3.74828 1.49804 6.26408  0.22
H13 -1.96812 0.78212 4.74221  0.22
Cl1 -4.39553 0.72706 -5.83928  0.04
C18 -3.63471 0.29769 -4.34722  -0.03
C19 -2.25218 0.28125 -4.26954  -0.25
C20 -1.69714 -0.07001 -3.05736  -0.08
Cl2 0.07206 -0.12194 -2.90337  0.05
C21 -2.42347 -0.40506 -1.91320  0.33
O3 -1.82002 -0.74216 -0.78926  -0.85
C22 -3.81649 -0.36970 -2.05050  -0.10
Cl3 -4.77610 -0.76614 -0.67382  0.05
C23 -4.41688 -0.02386 -3.24724  -0.22
H14 -1.64010 0.53282 -5.12308  0.25
H15 -5.49469 -0.00463 -3.32308  0.25
C24 -1.67109 -3.86556 -1.63176  -0.61
C25 -0.44800 -4.21276 -0.79131  -0.69
As1 -0.02715 -2.86208 0.55658  0.85
C26 1.38326 -3.75506 1.57376  -0.70
C27 2.60874 -4.05255 0.71799  -0.61
C28 -1.56387 -2.95815 1.76465  -0.70
C29 -2.05243 -4.36128 2.09549  -0.62
H16 -1.92472 -4.69534 -2.29178  0.23
H17 -1.49002 -2.98885 -2.25477  0.21
H18 -2.54456 -3.65026 -1.01379  0.21
H19 0.43594 -4.32562 -1.42036  0.23
H20 -0.58409 -5.15648 -0.25962  0.23
H21 0.97352 -4.67633 1.99045  0.23
H22 1.63644 -3.10203 2.41139  0.23
H23 2.39039 -4.79290 -0.05200  0.21
H24 3.42294 -4.44528 1.32767  0.23
H25 2.97948 -3.15399 0.21820  0.19
H26 -2.35109 -2.36392 1.29655  0.25
H27 -1.26064 -2.42202 2.66837  0.23
H28 -2.42151 -4.87736 1.20871  0.21
H29 -2.87577 -4.31729 2.80917  0.23
H30 -1.26941 -4.97576 2.54147  0.21


No. 2
Here is C29H30BrN5O4Ru as an isolated structure in a non-equilibrium geometry from the OMol25 dataset. Energies are from ωB97M-V/def2-TZVPD.

Output
E   -118823.731 eV
<S²>   0.78
Gap between HOMO and LUMO (spin up / spin down)   5.22 / 5.01 eV
ΔE to the lowest compared entry with this formula, charge and spin   49.98 kcal/mol
Total charge   -1
Spin multiplicity   2

Each line ends with the natural charge from an NBO analysis.
Positions of all 70 atoms, in Å:
Ru1 0.00275 0.11680 0.85344  0.65
C1 -3.00651 0.93301 3.87688  -0.70
C2 -2.40523 0.26621 2.66073  0.57
O1 -1.18020 0.03848 2.68563  -0.65
C3 -3.31636 -0.09747 1.62409  -0.50
C4 -3.03341 -0.76610 0.45009  0.31
C5 -4.20574 -1.27684 -0.35226  -0.66
N1 -1.78376 -0.94417 -0.00979  -0.44
N2 -1.76771 -1.89267 -0.99308  -0.28
C6 -0.74601 -2.04685 -1.70721  0.41
O2 0.37972 -1.27033 -1.57368  -0.52
C7 -0.63931 -3.22007 -2.62953  0.00
C8 0.59412 -3.65953 -3.07973  -0.22
C9 0.69139 -4.77132 -3.91604  -0.22
C10 -0.44829 -5.44717 -4.31464  -0.23
C11 -1.68855 -5.00625 -3.86613  -0.22
C12 -1.78250 -3.90156 -3.03140  -0.21
H1 -2.23176 1.08539 4.62668  0.22
H2 -3.81738 0.33077 4.29541  0.20
H3 -3.40774 1.90190 3.57604  0.25
H4 -4.35778 0.13147 1.81220  0.19
H5 -5.14003 -0.98632 0.12450  0.20
H6 -4.16534 -2.36432 -0.43003  0.22
H7 -4.18349 -0.89045 -1.37248  0.22
H8 1.49234 -3.13775 -2.77462  0.22
H9 1.66726 -5.10037 -4.25184  0.20
H10 -0.37523 -6.30717 -4.96917  0.20
H11 -2.59132 -5.52534 -4.16525  0.20
H12 -2.74320 -3.55530 -2.66981  0.23
C13 2.08890 2.17827 -0.80275  -0.43
N3 2.20517 0.84038 -0.21552  -0.44
C14 3.03975 0.91067 0.97843  -0.42
C15 2.81336 -0.10888 -1.16038  -0.24
C16 2.14638 -0.09323 -2.51042  -0.10
C17 2.72878 0.52869 -3.60564  -0.18
C18 2.06360 0.64042 -4.82302  -0.26
C19 0.77544 0.13539 -4.93624  -0.19
C20 0.17338 -0.50369 -3.85863  -0.30
C21 0.87669 -0.63576 -2.67177  0.40
H13 3.05007 2.50556 -1.23702  0.15
H14 1.78350 2.86178 -0.01561  0.24
H15 1.32617 2.19728 -1.57813  0.21
H16 4.03882 1.30840 0.73268  0.15
H17 3.14483 -0.08380 1.40833  0.21
H18 2.55699 1.55687 1.70938  0.23
H19 2.76109 -1.10001 -0.70723  0.23
H20 3.87624 0.15040 -1.30060  0.16
H21 3.71783 0.95815 -3.48575  0.20
H22 2.53747 1.13281 -5.66236  0.21
H23 0.22638 0.23510 -5.86563  0.21
H24 -0.82990 -0.90248 -3.93942  0.23
C22 0.26952 -3.31175 3.57037  -0.71
C23 0.76288 -2.45388 2.49353  0.31
N4 1.04128 -1.65000 1.71707  -0.38
H25 0.78731 -4.26994 3.57426  0.23
H26 -0.79685 -3.48728 3.42529  0.26
H27 0.41029 -2.82163 4.53317  0.25
Br1 3.46099 5.13251 4.81518  0.02
C24 1.67699 5.15991 4.16446  -0.13
C25 0.84148 6.20375 4.52194  -0.01
N5 -0.42118 6.27443 4.10690  -0.42
C26 -0.86808 5.28841 3.32226  0.05
C27 -0.08905 4.21167 2.90571  -0.16
C28 1.21564 4.15095 3.34212  -0.18
C29 -0.66243 3.12004 1.99637  0.78
O3 -1.89176 3.11495 1.86210  -0.71
O4 0.20296 2.33222 1.53033  -0.80
H28 1.20514 7.00112 5.15998  0.19
H29 -1.89836 5.33165 2.99238  0.22
H30 1.84156 3.32390 3.03490  0.24


No. 3
Here is C29H30FGeN2O3Pt as an isolated structure in a non-equilibrium geometry from the OMol25 dataset. Energies are from ωB97M-V/def2-TZVPD.

Output
E   -102155.781 eV
<S²>   2.01
Gap between HOMO and LUMO (spin up / spin down)   7.81 / 5.25 eV
ΔE to the lowest compared entry with this formula, charge and spin   16.64 kcal/mol
Total charge   +1
Spin multiplicity   3

Each line ends with the natural charge from an NBO analysis.
Positions of all 67 atoms, in Å:
Pt1 -0.13617 0.13797 0.12647  1.11
C1 -2.65329 2.62115 -2.66407  -0.71
C2 -1.74875 1.50863 -2.21252  0.64
O1 -1.59034 1.37722 -0.99085  -0.65
C3 -1.13394 0.62844 -3.19688  -0.30
C4 -1.66883 0.57763 -4.50169  -0.13
C5 -1.14939 -0.24542 -5.46516  -0.25
C6 -0.04278 -1.04332 -5.14884  -0.15
C7 0.50863 -1.01209 -3.89091  -0.23
C8 -0.01422 -0.17795 -2.88559  0.34
O2 0.62733 -0.19358 -1.72534  -0.70
H1 -2.84789 3.27989 -1.82270  0.25
H2 -3.60629 2.21108 -3.00517  0.25
H3 -2.20880 3.18190 -3.48528  0.25
H4 -2.52406 1.19406 -4.74480  0.22
H5 -1.58568 -0.27689 -6.45383  0.23
H6 0.38221 -1.69698 -5.90038  0.23
H7 1.37200 -1.61135 -3.63180  0.23
C9 -3.23133 -2.53836 -2.29420  -0.43
N1 -2.34207 -1.89871 -1.34226  -0.60
C10 -2.42437 -1.99926 -0.00922  0.80
N2 -3.41565 -2.74981 0.50528  -0.80
O3 -1.62590 -1.42087 0.77664  -0.70
H8 -3.01489 -2.13696 -3.28107  0.24
H9 -4.27397 -2.31649 -2.06265  0.21
H10 -3.08881 -3.62045 -2.32681  0.21
H11 -1.54466 -1.39711 -1.69748  0.42
H12 -3.99440 -3.33908 -0.06389  0.41
H13 -3.45835 -2.84667 1.50435  0.42
F1 2.15402 0.07906 6.39464  -0.31
C11 1.96353 -0.16865 5.09248  0.42
C12 2.59328 0.63828 4.16126  -0.28
C13 2.39846 0.37058 2.81898  -0.18
C14 1.58452 -0.68897 2.40780  -0.08
C15 1.36564 -0.96364 0.97257  -0.55
C16 0.96290 -1.47670 3.38091  -0.17
C17 1.14859 -1.22634 4.72656  -0.28
H14 3.22155 1.45377 4.49433  0.24
H15 2.87662 0.99514 2.07177  0.23
H16 1.04784 -1.98932 0.79047  0.22
H17 2.21890 -0.70567 0.34404  0.23
H18 0.31677 -2.28900 3.06798  0.22
H19 0.67695 -1.82952 5.49054  0.24
Ge1 -0.71242 1.53814 2.07716  1.05
C18 0.39195 3.12149 1.93816  -0.38
C19 0.93584 3.65275 3.10828  -0.23
C20 1.67660 4.82625 3.06356  -0.21
C21 1.88860 5.46756 1.85045  -0.18
C22 1.35515 4.94331 0.68049  -0.21
C23 0.61010 3.77305 0.72359  -0.23
C24 -2.61719 1.87184 1.99017  -0.36
C25 -3.42795 1.15797 2.87513  -0.21
C26 -4.78624 1.43771 2.96050  -0.22
C27 -5.34006 2.42030 2.15153  -0.19
C28 -4.53961 3.13013 1.26245  -0.20
C29 -3.18418 2.85240 1.17554  -0.23
H20 -0.48153 0.88545 3.44754  -0.13
H21 0.77722 3.15131 4.05670  0.22
H22 2.08763 5.23858 3.97657  0.23
H23 2.47552 6.37603 1.81410  0.22
H24 1.51835 5.44925 -0.26271  0.22
H25 0.19985 3.36394 -0.19445  0.20
H26 -2.99249 0.39178 3.50773  0.22
H27 -5.40789 0.89632 3.66270  0.22
H28 -6.39889 2.63859 2.21590  0.22
H29 -4.97561 3.90715 0.64624  0.22
H30 -2.55973 3.41574 0.49361  0.21